1.
50
Properties=species:S:1:pos:R:3:forces:R:3:lowdin_charge:R:1 method="wB97M-V/def2-TZVPD" charge=-2 molar_mass_g_mol=593.43 orbital_gap_ev=3.7 e_lumo_ha=0.1192 de_lowest_kcal_mol=0.00 homo_ha=-0.017
Cu 1.824298 0.312513 -1.498115 -0.8 0.5 0.1 0.373
Cl -3.164510 2.230923 -6.907534 0.0 -0.1 0.5 0.541
C -2.302602 1.588192 -5.481800 -1.4 -0.2 -0.2 -0.672
C -0.941209 1.732333 -5.441681 -0.2 -0.4 0.4 -0.168
C -0.311417 1.070646 -4.422117 1.2 0.9 -0.5 -0.568
Cl 1.396440 1.282412 -4.254661 0.7 0.3 -0.4 0.751
C -0.853853 0.271855 -3.400547 0.8 -0.1 0.5 -0.526
O -0.021904 -0.244551 -2.580142 -1.3 -0.6 0.8 -0.182
C -2.267910 0.215114 -3.485963 -0.7 0.4 -0.3 -0.571
Cl -3.194785 -0.656552 -2.272741 0.3 0.1 -0.1 0.600
C -2.994674 0.874947 -4.502753 1.0 -0.3 0.2 -0.155
H -0.431090 2.324979 -6.170756 0.4 0.1 -0.2 0.094
H -4.066705 0.791097 -4.527440 -0.2 0.0 0.0 0.083
S 1.737609 -3.303409 4.159038 0.4 0.0 0.1 0.971
C 1.804003 -2.464542 2.587021 -0.3 0.8 0.2 -0.518
C 2.297732 -3.054764 1.453764 1.0 -0.6 -0.8 -0.070
C 2.383247 -2.305667 0.272287 -0.2 0.3 -0.5 -0.065
N 1.916175 -1.054562 0.180727 0.3 0.1 -0.1 0.046
C 1.420837 -0.493870 1.289682 0.2 0.0 -0.3 -0.094
C 1.364993 -1.142471 2.496099 -0.1 -0.5 0.1 -0.070
C 0.126112 -3.975237 3.988120 -1.8 -0.8 -0.7 -0.523
C -1.033875 -3.296877 4.387576 0.5 0.7 0.4 -0.088
C -2.301860 -3.782574 4.156902 0.0 -0.6 -0.4 -0.142
N -2.487572 -4.952892 3.543188 -1.3 0.3 0.3 0.053
C -1.427110 -5.619934 3.159431 0.4 -0.5 -0.2 -0.172
C -0.130978 -5.190063 3.328889 0.9 0.6 0.6 -0.076
H 2.721667 -4.067891 1.461365 -0.3 0.5 0.1 0.114
H 2.834107 -2.683276 -0.656362 -0.2 -0.1 0.6 0.136
H 1.102429 0.530266 1.216396 -0.1 0.3 -0.2 0.110
H 0.946104 -0.626483 3.335583 0.0 0.1 0.4 0.100
H -0.987484 -2.336397 4.866521 0.4 0.3 0.2 0.097
H -3.194660 -3.216513 4.457469 0.4 -0.3 -0.1 0.111
H -1.560824 -6.591523 2.693769 -0.3 0.1 -0.1 0.105
H 0.659884 -5.825228 2.967912 0.3 0.1 0.0 0.101
C -1.964009 4.163422 1.411127 0.1 0.0 -0.1 -0.131
C -1.557142 4.460778 -0.026694 -0.7 -0.2 -0.8 -0.282
C -0.112142 4.161515 -0.266960 0.7 -1.0 0.4 -0.644
N 0.229943 3.041635 -0.822192 0.1 0.6 0.2 -0.022
N 1.545938 2.684461 -0.716837 0.2 -0.7 -0.3 -0.086
C 2.282644 3.522944 0.017320 1.4 0.7 2.0 -0.781
N 3.515477 3.463568 0.529647 -1.6 0.1 -1.1 -0.052
S 1.270055 4.928476 0.591211 -1.2 -0.5 -1.0 0.889
H -3.047857 4.185976 1.586634 0.2 0.1 -0.1 0.065
H -1.461899 4.865251 2.062648 0.0 0.1 0.4 0.049
H -1.584353 3.172199 1.631332 -0.1 -0.3 0.3 0.069
H -1.754630 5.499245 -0.290222 -0.3 0.1 0.0 0.088
H -2.178263 3.799909 -0.682309 0.7 0.6 0.2 0.117
H 4.793016 -0.880608 -3.152365 3.5 -3.7 -1.0 -0.105
H 3.594404 4.317943 1.098731 0.3 -0.6 -0.3 -0.043
O 5.568207 -1.726714 -3.370197 -3.5 3.6 1.1 -0.860

2.
105
Properties=species:S:1:pos:R:3:forces:R:3:lowdin_charge:R:1 method="wB97M-V/def2-TZVPD" molar_mass_g_mol=578.83 smiles="CC(C)=O.CC(C)=O.CC(C)=O.CC(C)=O.CC(C)=O.CC(C)=O.CCO.CCO.CCO.CCO.CCO" orbital_gap_ev=9.7 e_lumo_ha=0.0134 de_lowest_kcal_mol=0.00 homo_ha=-0.343
C -3.273458 -2.994084 0.936299 -0.8 0.4 -0.8 -0.021
C -2.188562 -3.396202 1.891426 0.5 -0.7 -0.5 -0.505
C -2.064822 -2.598651 3.138130 0.6 0.6 0.4 -0.017
O -1.443063 -4.336106 1.673507 -0.5 0.6 -0.1 0.064
H -4.239151 -2.856518 1.421161 0.0 -0.1 0.4 0.085
H -3.435783 -3.669855 0.103357 0.3 -0.5 0.1 0.077
H -3.110513 -2.033333 0.437730 0.4 0.2 0.3 0.067
H -1.795259 -1.542185 2.938074 -0.2 -0.5 0.0 0.070
H -1.300443 -3.040470 3.765847 0.2 0.0 0.0 0.088
H -2.987835 -2.604440 3.693262 -0.5 0.1 0.1 0.085
C 6.013411 -4.538707 0.835072 0.6 -0.3 0.1 -0.027
C 5.030215 -3.505279 1.308450 0.7 -0.1 0.3 -0.507
C 3.650841 -3.581628 0.741079 -0.4 0.5 0.3 -0.022
O 5.365270 -2.713446 2.169038 -0.4 0.0 -0.4 0.063
H 6.204145 -4.527301 -0.243426 -0.2 0.1 0.1 0.088
H 5.666983 -5.546103 1.085079 -0.2 0.1 -0.1 0.088
H 6.952490 -4.378717 1.362802 0.0 0.0 -0.1 0.082
H 3.182632 -4.497140 1.159547 0.1 0.4 -0.7 0.111
H 3.670202 -3.529041 -0.357712 -0.1 -0.5 0.3 0.099
H 3.104753 -2.708361 1.096543 -0.2 -0.1 0.1 0.050
C 2.325727 3.443662 0.780655 0.7 0.7 0.3 -0.015
C 3.356290 3.924630 1.807255 0.6 0.4 -0.9 -0.491
C 2.869954 4.287823 3.181048 0.3 -0.1 0.5 -0.024
O 4.509559 4.145832 1.462303 -0.9 -0.4 0.5 0.048
H 2.069828 2.387923 0.922198 -0.2 0.2 0.1 0.070
H 2.779529 3.571691 -0.204071 -0.2 -0.1 0.1 0.072
H 1.452888 4.111010 0.877506 0.1 -0.6 -0.1 0.078
H 2.317607 5.229371 3.111661 0.0 0.0 0.0 0.095
H 3.713842 4.419980 3.872988 -0.3 0.0 -0.3 0.091
H 2.172887 3.556809 3.590355 0.0 -0.1 -0.1 0.060
C 3.826938 -0.007743 0.404650 0.9 0.2 -0.3 -0.008
C 3.230539 0.022353 1.775013 -0.6 -0.4 -0.8 -0.531
C 4.085368 0.493776 2.877110 0.7 0.0 1.3 -0.008
O 2.099100 -0.387508 1.928602 -0.3 0.0 0.4 0.046
H 4.215059 0.985791 0.138265 -0.1 -0.2 0.0 0.093
H 3.122366 -0.357371 -0.353677 0.1 0.1 0.2 0.082
H 4.713983 -0.659457 0.451611 -0.2 0.1 -0.1 0.087
H 4.935205 -0.203463 2.973038 -0.1 0.3 -0.3 0.090
H 3.576181 0.444327 3.852212 -0.1 0.2 -0.5 0.096
H 4.486813 1.500704 2.698587 -0.1 -0.3 0.0 0.084
C -3.264663 -5.791653 -4.072099 1.2 -0.4 0.8 -0.009
C -1.919384 -6.277349 -3.511130 0.2 0.3 -0.2 -0.500
C -1.136894 -5.275178 -2.724671 0.3 0.1 0.5 -0.034
O -1.411868 -7.350427 -3.730343 -0.7 -0.4 -0.3 0.066
H -3.049240 -4.787439 -4.448222 -0.5 -0.1 0.0 0.060
H -3.980167 -5.770304 -3.233352 0.1 0.1 -0.5 0.092
H -3.544332 -6.484202 -4.846215 -0.5 -0.1 -0.3 0.072
H -0.963586 -4.380978 -3.318888 -0.1 0.2 0.0 0.070
H -0.179481 -5.725769 -2.457971 -0.1 0.1 0.0 0.085
H -1.667361 -5.001121 -1.808642 0.0 0.2 -0.1 0.081
C -0.475227 0.110928 0.312127 -0.2 -0.3 -0.1 -0.011
C 0.151470 -0.660663 -0.807808 0.2 0.4 0.0 -0.494
C 0.253438 -2.135375 -0.711346 0.8 -0.6 0.5 0.014
O 0.553805 -0.085137 -1.801516 0.2 0.3 -0.2 0.041
H -0.265264 -0.327025 1.285526 0.1 0.0 0.0 0.057
H -1.554638 -0.008457 0.127513 0.1 0.5 0.2 0.081
H -0.140100 1.153940 0.275266 -0.4 -0.2 0.1 0.085
H -0.579284 -2.595036 -0.198927 -0.5 -0.1 -0.1 0.062
H 1.102081 -2.376583 -0.036122 -0.2 0.3 -0.4 0.088
H 0.441150 -2.567338 -1.693885 -0.1 -0.1 0.1 0.089
C 2.166124 4.473842 -3.578859 0.4 -0.7 0.0 -0.077
C 1.729659 3.020956 -3.408496 -0.7 0.2 0.2 -0.309
O 1.255806 2.840538 -2.087577 -0.1 -0.3 0.7 -0.130
H 2.489978 4.584241 -4.605956 0.0 0.3 -0.3 0.067
H 3.042179 4.688259 -2.963214 -0.1 0.0 0.1 0.074
H 1.390919 5.199560 -3.349238 -0.2 -0.1 0.0 0.068
H 2.561432 2.339685 -3.599561 0.1 0.0 -0.2 0.111
H 0.896159 2.768782 -4.087829 0.4 0.1 -0.2 0.111
H 1.006270 1.906490 -1.929775 0.2 0.3 -0.3 0.050
C -0.457018 1.512124 3.794675 0.5 1.4 0.1 -0.049
C -0.575823 3.057709 3.388632 -1.6 -1.0 0.6 -0.251
O -1.978189 3.443188 3.357508 0.9 -0.3 0.3 -0.117
H -0.904350 0.834814 3.067488 -0.1 0.4 -0.2 0.027
H -0.952336 1.327068 4.751069 -0.1 0.3 -0.1 0.071
H 0.584122 1.189532 3.914374 0.0 0.2 -0.1 0.053
H -0.180404 3.279654 2.402640 0.4 -0.3 -0.2 0.076
H -0.120263 3.767176 4.098542 0.0 -0.7 -0.1 0.103
H -2.368399 2.915888 2.648477 -0.2 0.1 -0.2 0.014
C -2.904696 -0.052331 -3.024319 -1.0 -0.2 -0.6 -0.062
C -2.249385 -1.099201 -3.901043 2.0 0.4 0.4 -0.328
O -2.793402 -2.374689 -3.759728 -1.0 -0.7 0.0 -0.084
H -3.961004 -0.004992 -3.318071 -0.1 -0.1 0.1 0.081
H -2.581531 0.977734 -3.141979 0.6 -0.1 0.0 0.066
H -2.899721 -0.353308 -1.992686 0.2 0.0 0.6 0.054
H -1.217729 -1.330609 -3.590760 0.0 0.9 -0.2 0.106
H -2.210364 -0.767691 -4.939533 -0.2 0.0 -0.2 0.113
H -3.743053 -2.299892 -3.849071 -0.4 -0.2 -0.1 0.081
C -4.128091 0.713871 2.513766 0.3 0.0 0.0 -0.071
C -4.190550 1.420924 1.178692 -0.2 -0.6 0.1 -0.301
O -3.005013 2.176856 1.007409 -0.3 0.2 -0.3 -0.104
H -3.287564 0.005544 2.553896 -0.1 0.4 0.0 0.050
H -5.007261 0.118818 2.669276 -0.7 -0.3 0.0 0.069
H -4.066847 1.427348 3.334724 0.2 0.0 0.0 0.082
H -5.087968 2.049885 1.099951 0.2 0.1 0.2 0.122
H -4.276585 0.676513 0.374372 0.0 0.0 0.0 0.104
H -3.178038 2.694060 0.203863 0.4 0.2 -0.1 0.053
C -1.265841 4.725315 -1.014344 -0.6 0.1 0.3 -0.067
C -1.738415 3.484744 -1.789357 0.4 0.0 0.5 -0.291
O -3.163152 3.316552 -1.638962 0.1 0.2 -0.3 -0.109
H -1.632624 5.663461 -1.456967 0.1 -0.3 -0.2 0.077
H -0.185084 4.793131 -0.907766 0.0 -0.2 -0.2 0.053
H -1.706407 4.727697 -0.003742 0.2 -0.3 -0.2 0.076
H -1.280100 2.563752 -1.375894 -0.3 0.6 -0.3 0.095
H -1.489885 3.547888 -2.858452 0.1 -0.1 0.3 0.112
H -3.567678 4.071728 -2.088053 -0.1 -0.2 0.2 0.098